# 1
ORCA calculation (ωB97M-V with the def2-TZVPD basis set) on the molecule C3H4N4 in a non-equilibrium geometry.

```
11
Properties=species:S:1:pos:R:3:mulliken_charge:R:1
C 2.242 0.603 0.842 -0.64
C 0.922 0.750 1.168 -0.30
C 0.068 -0.021 0.330 0.65
N -1.239 0.188 0.496 -0.23
N -1.831 -0.325 -0.553 -0.39
N -0.842 -0.604 -1.419 0.06
N 0.406 -0.501 -0.730 -0.39
H 2.995 0.861 1.700 0.24
H 2.542 -0.159 0.050 0.29
H 0.433 1.135 2.034 0.41
H -0.818 -1.141 -2.384 0.31
```

## Properties
HOMO level   -9.602 eV
Frontier orbital gap   9.99 eV
ΔE to the lowest compared entry with this formula, charge and spin   99.09 kcal per mole
Total charge   0
Spin multiplicity   1
F_max   8.7 eV/A
SMILES string   C=Cc1nn[nH]n1

# 2
ORCA calculation (ωB97M-V with the def2-TZVPD basis set) on the molecule C4H4O2.

```
10
Properties=species:S:1:pos:R:3:mulliken_charge:R:1
C 1.801 -0.696 0.054 -0.51
O 0.945 -0.794 -1.108 -0.09
C -0.307 -0.465 -1.128 -0.22
O -0.661 -0.128 0.169 -0.31
C -1.737 0.627 0.249 0.02
C -2.648 1.396 0.369 -0.05
H 2.801 -0.548 -0.348 0.25
H 1.509 0.143 0.682 0.28
H 1.743 -1.628 0.615 0.24
H -3.447 2.094 0.446 0.39
```

## Properties
HOMO level   -9.700 eV
Frontier orbital gap   10.52 eV
ΔE to the lowest compared entry with this formula, charge and spin   100.81 kcal per mole
Total charge   0
Spin multiplicity   1
F_max   0.6 eV/A

# 3
ORCA calculation (ωB97M-V with the def2-TZVPD basis set) on the molecule C24H21N3O4 in a non-equilibrium geometry.

```
52
Properties=species:S:1:pos:R:3:mulliken_charge:R:1
C 7.940 3.614 -0.538 -0.83
O 7.557 2.549 -1.374 -0.45
C 7.015 1.437 -0.807 0.90
C 6.794 1.259 0.553 -0.31
C 6.238 0.075 1.013 -0.62
C 5.900 -0.948 0.142 0.27
C 5.268 -2.225 0.625 -1.51
C 3.795 -2.218 0.222 0.73
O 3.350 -2.924 -0.651 -0.64
N 3.075 -1.311 0.943 -0.02
C 1.718 -0.996 0.855 1.07
C 0.891 -1.495 -0.148 -0.50
C -0.442 -1.143 -0.177 -0.66
C -0.977 -0.300 0.794 -0.03
C -2.382 0.046 0.754 0.53
N -3.015 0.690 1.706 -0.55
O -4.298 0.796 1.275 -0.09
C -4.356 0.206 0.073 0.98
C -5.568 0.142 -0.710 0.05
C -5.475 -0.296 -2.029 -0.44
C -6.597 -0.368 -2.829 -0.74
C -7.827 -0.002 -2.307 -0.63
C -7.941 0.427 -0.997 -0.54
C -6.819 0.507 -0.176 0.65
O -6.840 0.903 1.115 -0.39
C -8.070 1.236 1.713 -0.95
N -3.197 -0.274 -0.291 -0.50
C -0.150 0.199 1.798 -1.12
C 1.185 -0.141 1.823 -0.49
C 6.118 -0.759 -1.221 -0.37
C 6.667 0.412 -1.691 -0.67
H 8.347 4.376 -1.201 0.24
H 8.711 3.308 0.176 0.34
H 7.084 4.028 0.005 0.33
H 7.051 2.027 1.265 0.38
H 6.085 -0.047 2.077 0.38
H 5.361 -2.320 1.708 0.43
H 5.738 -3.086 0.149 0.38
H 3.582 -0.791 1.647 0.09
H 1.300 -2.157 -0.894 0.52
H -1.091 -1.521 -0.952 0.47
H -4.500 -0.572 -2.400 0.50
H -6.516 -0.703 -3.850 0.39
H -8.712 -0.050 -2.923 0.39
H -8.913 0.701 -0.618 0.42
H -8.537 2.095 1.222 0.36
H -8.763 0.388 1.704 0.36
H -7.830 1.495 2.742 0.27
H -0.570 0.852 2.547 0.47
H 1.828 0.251 2.599 0.33
H 5.849 -1.543 -1.912 0.43
H 6.842 0.564 -2.744 0.42
```

## Properties
HOMO level   -8.147 eV
Frontier orbital gap   8.58 eV
ΔE to the lowest compared entry with this formula, charge and spin   46.21 kcal per mole
Total charge   0
Spin multiplicity   1
F_max   1.3 eV/A
SMILES string   COc1ccc(CC(=O)Nc2ccc(-c3noc(-c4ccccc4OC)n3)cc2)cc1

# 4
ORCA calculation (ωB97M-V with the def2-TZVPD basis set) on the molecule CH5N3O2S in a non-equilibrium geometry.

```
12
Properties=species:S:1:pos:R:3:mulliken_charge:R:1
C -2.228 0.920 0.355 -0.59
N -0.842 1.081 0.375 -0.10
N -0.046 -0.349 0.341 -0.19
S 1.617 -0.097 0.183 1.13
N 1.877 -1.147 -1.176 -0.61
O 1.965 1.242 -0.258 -0.53
O 2.329 -0.824 1.162 -0.60
H -2.604 0.074 1.079 0.26
H -2.767 0.589 -0.480 0.32
H -2.633 1.934 0.575 0.29
H 2.318 -1.893 -0.614 0.33
H 1.013 -1.532 -1.543 0.29
```

## Properties
HOMO level (spin up / spin down)   -10.795 / -10.800 eV
Frontier orbital gap (spin up / spin down)   8.38 / 9.02 eV
ΔE to the lowest compared entry with this formula, charge and spin   126.35 kcal per mole
Total charge   0
Spin multiplicity   1
F_max   7.1 eV/A
SMILES string   C/N=N/S(N)(=O)=O

# 5
ORCA calculation (ωB97M-V with the def2-TZVPD basis set) on the molecule C6H4O in a non-equilibrium geometry.

```
11
Properties=species:S:1:pos:R:3:mulliken_charge:R:1
O -0.832 -1.661 -0.906 -0.46
C -1.336 -0.989 -0.026 -0.04
C -1.088 0.451 0.165 -0.33
C -0.023 1.068 -0.381 -0.28
C 1.112 0.246 -0.664 0.32
C 1.958 -0.908 -0.627 -0.80
C 1.829 0.003 0.435 0.13
H -2.048 -1.442 0.691 0.33
H -1.777 1.010 0.784 0.34
H 0.179 2.130 -0.274 0.38
H 1.854 0.389 1.445 0.42
```

## Properties
HOMO level   -8.839 eV
Frontier orbital gap   8.66 eV
ΔE to the lowest compared entry with this formula, charge and spin   103.64 kcal per mole
Total charge   0
Spin multiplicity   1
F_max   1.2 eV/A
SMILES string   O=C/C=C\C1=C=C1

# 6
ORCA calculation (ωB97M-V with the def2-TZVPD basis set) on a structure of composition C14H56B3N25O15 in a non-equilibrium geometry.

```
113
Properties=species:S:1:pos:R:3:mulliken_charge:R:1
C 0.580 3.474 -2.439 -0.31
N 1.184 2.152 -2.767 -0.21
C 1.020 1.196 -1.648 -0.68
B 2.072 0.028 -1.728 0.46
O 1.793 -1.176 -1.032 -0.37
B 2.739 -1.243 -0.019 0.49
O 4.082 -1.186 -0.431 -0.52
B 4.299 -0.233 -1.437 0.66
O 3.314 0.098 -2.355 -0.54
H 0.250 3.505 -1.398 0.00
H 1.297 4.289 -2.561 0.35
H -0.255 3.634 -3.106 0.00
H 0.569 1.788 -3.486 0.27
H -0.009 0.822 -1.584 0.40
H 1.212 1.706 -0.694 0.15
H 2.420 -1.286 1.120 -0.10
H 5.333 0.347 -1.487 -0.17
C -3.212 4.501 -2.355 0.59
O -2.179 4.539 -3.014 -0.72
N -4.241 3.667 -2.673 -0.36
N -3.399 5.273 -1.250 -0.29
H -5.088 3.611 -2.141 0.17
H -4.119 3.061 -3.465 0.21
H -2.653 5.890 -0.991 0.18
H -4.232 5.251 -0.685 0.18
C -2.895 -0.827 -3.599 0.54
O -3.409 0.212 -3.988 -0.67
N -1.589 -0.892 -3.196 -0.18
N -3.565 -2.010 -3.534 -0.33
H -1.150 -1.733 -2.871 0.17
H -1.055 -0.046 -3.235 0.10
H -4.524 -2.013 -3.825 0.20
H -3.141 -2.864 -3.217 0.20
C 1.269 4.808 -6.026 0.66
O 2.239 4.944 -5.300 -0.63
N -0.010 4.955 -5.577 -0.27
N 1.393 4.496 -7.355 -0.40
H -0.822 4.852 -6.155 0.15
H -0.136 5.185 -4.607 0.16
H 2.322 4.380 -7.713 0.22
H 0.613 4.377 -7.972 0.15
C -4.803 5.147 2.478 0.77
O -5.161 5.207 1.312 -0.72
N -5.037 6.151 3.369 -0.40
N -4.134 4.061 2.969 -0.57
H -4.739 6.124 4.326 0.17
H -5.523 6.961 3.031 0.23
H -3.954 3.300 2.334 0.17
H -3.822 3.979 3.921 0.25
C 5.707 -4.333 -2.853 0.54
O 6.106 -4.400 -4.004 -0.68
N 5.275 -3.156 -2.297 -0.12
N 5.657 -5.413 -2.025 -0.25
H 4.941 -3.078 -1.358 0.13
H 5.299 -2.339 -2.880 0.09
H 5.939 -6.304 -2.395 0.16
H 5.330 -5.369 -1.079 0.13
C 6.455 -2.271 2.639 0.71
O 5.519 -2.803 3.233 -0.74
N 7.678 -2.116 3.211 -0.33
N 6.321 -1.792 1.372 -0.21
H 8.450 -1.670 2.754 0.16
H 7.790 -2.438 4.154 0.24
H 5.421 -1.886 0.937 0.18
H 7.063 -1.350 0.864 0.14
C -2.142 -5.635 -4.008 0.69
O -2.521 -5.000 -3.033 -0.71
N -3.010 -6.113 -4.945 -0.38
N -0.826 -5.910 -4.228 -0.37
H -2.724 -6.634 -5.751 0.17
H -3.985 -5.926 -4.806 0.22
H -0.165 -5.570 -3.553 0.21
H -0.490 -6.426 -5.018 0.16
C 5.267 -9.294 -1.380 0.65
O 4.936 -8.335 -2.059 -0.62
N 4.353 -10.163 -0.856 -0.41
N 6.573 -9.572 -1.094 -0.37
H 4.598 -10.957 -0.296 0.16
H 3.386 -9.983 -1.050 0.22
H 7.268 -8.953 -1.468 0.21
H 6.866 -10.353 -0.539 0.17
C -5.161 0.763 4.343 0.51
O -4.702 0.698 3.212 -0.66
N -5.706 1.905 4.846 -0.31
N -5.180 -0.309 5.189 -0.37
H -6.097 1.977 5.768 0.17
H -5.722 2.707 4.242 0.21
H -4.791 -1.169 4.850 0.23
H -5.560 -0.276 6.117 0.18
C 0.006 4.667 3.473 0.60
O -0.352 5.259 4.478 -0.67
N -0.887 4.210 2.547 -0.23
N 1.321 4.415 3.202 -0.34
H -0.627 3.716 1.714 0.13
H -1.858 4.387 2.729 0.20
H 1.998 4.742 3.866 0.22
H 1.638 3.934 2.382 0.13
C 5.366 0.414 5.579 0.62
O 6.528 0.549 5.230 -0.64
N 4.533 -0.505 5.017 -0.27
N 4.814 1.185 6.569 -0.40
H 3.578 -0.627 5.293 0.16
H 4.908 -1.090 4.285 0.14
H 5.405 1.868 7.002 0.22
H 3.864 1.096 6.877 0.16
C -9.209 1.036 4.624 0.64
O -8.870 0.959 5.796 -0.65
N -10.412 1.563 4.247 -0.39
N -8.408 0.606 3.611 -0.31
H -10.711 1.638 3.293 0.16
H -11.019 1.888 4.975 0.22
H -7.522 0.216 3.873 0.23
H -8.647 0.660 2.639 0.17
```

## Properties
HOMO level   -8.560 eV
Frontier orbital gap   8.70 eV
Total charge   0
Spin multiplicity   1
F_max   1.6 eV/A

# 7
ORCA calculation (ωB97M-V with the def2-TZVPD basis set) on the molecule C4H8OS2 in a non-equilibrium geometry.

```
15
Properties=species:S:1:pos:R:3:mulliken_charge:R:1
C 2.420 0.847 -0.822 -0.65
O 1.561 0.282 -1.869 -0.37
C 0.076 0.140 -1.583 -0.23
S 0.119 -0.732 -0.001 -0.11
C -1.470 -0.349 0.710 0.40
C -1.739 -1.025 2.082 -1.11
S -2.627 0.631 0.158 -0.26
H 2.439 0.221 0.061 0.32
H 3.390 0.882 -1.344 0.21
H 1.986 1.860 -0.603 0.28
H -0.352 -0.462 -2.523 0.26
H -0.346 1.198 -1.435 0.31
H -1.227 -2.014 2.166 0.32
H -1.378 -0.250 2.771 0.31
H -2.853 -1.228 2.233 0.33
```

## Properties
HOMO level   -8.641 eV
Frontier orbital gap   8.61 eV
ΔE to the lowest compared entry with this formula, charge and spin   45.53 kcal per mole
Total charge   0
Spin multiplicity   1
F_max   2.9 eV/A
SMILES string   COCSC(C)=S

# 8
ORCA calculation (ωB97M-V with the def2-TZVPD basis set) on a cluster of 2 separate species, C9H10BrClS in total in a non-equilibrium geometry.

```
22
Properties=species:S:1:pos:R:3:mulliken_charge:R:1
C -0.424 -4.529 -0.165 -0.37
C 0.520 -4.668 0.797 -0.40
C -1.366 -3.526 0.137 0.03
C -1.162 -2.899 1.314 -0.74
C -2.257 1.887 -0.086 -0.63
C -1.509 0.941 -0.921 -0.08
C -0.823 1.479 0.351 0.73
C 0.051 2.664 0.200 -1.43
C -0.864 0.351 1.227 -0.17
S 0.274 -3.549 2.035 -0.15
Cl 0.607 0.105 2.021 -0.17
Br -2.764 -2.960 -0.999 -0.19
H -0.543 -5.206 -0.985 0.40
H 1.251 -5.418 0.755 0.46
H -2.257 2.916 -0.125 0.34
H -3.059 1.395 0.507 0.28
H -1.771 -0.096 -0.807 -0.12
H -0.758 1.169 -1.792 0.27
H -0.243 3.073 -0.750 0.41
H 1.066 2.403 0.588 0.33
H -0.256 3.558 0.902 0.27
H -1.703 -2.130 1.596 0.95
```

## Properties
HOMO level   -8.504 eV
Frontier orbital gap   8.73 eV
Total charge   0
Spin multiplicity   1
F_max   5.1 eV/A

Number 2 is which compound? C4H4O2

Copy entry 3 word for word.
ORCA calculation (ωB97M-V with the def2-TZVPD basis set) on the molecule C24H21N3O4 in a non-equilibrium geometry.

```
52
Properties=species:S:1:pos:R:3:mulliken_charge:R:1
C 7.940 3.614 -0.538 -0.83
O 7.557 2.549 -1.374 -0.45
C 7.015 1.437 -0.807 0.90
C 6.794 1.259 0.553 -0.31
C 6.238 0.075 1.013 -0.62
C 5.900 -0.948 0.142 0.27
C 5.268 -2.225 0.625 -1.51
C 3.795 -2.218 0.222 0.73
O 3.350 -2.924 -0.651 -0.64
N 3.075 -1.311 0.943 -0.02
C 1.718 -0.996 0.855 1.07
C 0.891 -1.495 -0.148 -0.50
C -0.442 -1.143 -0.177 -0.66
C -0.977 -0.300 0.794 -0.03
C -2.382 0.046 0.754 0.53
N -3.015 0.690 1.706 -0.55
O -4.298 0.796 1.275 -0.09
C -4.356 0.206 0.073 0.98
C -5.568 0.142 -0.710 0.05
C -5.475 -0.296 -2.029 -0.44
C -6.597 -0.368 -2.829 -0.74
C -7.827 -0.002 -2.307 -0.63
C -7.941 0.427 -0.997 -0.54
C -6.819 0.507 -0.176 0.65
O -6.840 0.903 1.115 -0.39
C -8.070 1.236 1.713 -0.95
N -3.197 -0.274 -0.291 -0.50
C -0.150 0.199 1.798 -1.12
C 1.185 -0.141 1.823 -0.49
C 6.118 -0.759 -1.221 -0.37
C 6.667 0.412 -1.691 -0.67
H 8.347 4.376 -1.201 0.24
H 8.711 3.308 0.176 0.34
H 7.084 4.028 0.005 0.33
H 7.051 2.027 1.265 0.38
H 6.085 -0.047 2.077 0.38
H 5.361 -2.320 1.708 0.43
H 5.738 -3.086 0.149 0.38
H 3.582 -0.791 1.647 0.09
H 1.300 -2.157 -0.894 0.52
H -1.091 -1.521 -0.952 0.47
H -4.500 -0.572 -2.400 0.50
H -6.516 -0.703 -3.850 0.39
H -8.712 -0.050 -2.923 0.39
H -8.913 0.701 -0.618 0.42
H -8.537 2.095 1.222 0.36
H -8.763 0.388 1.704 0.36
H -7.830 1.495 2.742 0.27
H -0.570 0.852 2.547 0.47
H 1.828 0.251 2.599 0.33
H 5.849 -1.543 -1.912 0.43
H 6.842 0.564 -2.744 0.42
```

## Properties
HOMO level   -8.147 eV
Frontier orbital gap   8.58 eV
ΔE to the lowest compared entry with this formula, charge and spin   46.21 kcal per mole
Total charge   0
Spin multiplicity   1
F_max   1.3 eV/A
SMILES string   COc1ccc(CC(=O)Nc2ccc(-c3noc(-c4ccccc4OC)n3)cc2)cc1

F_max of number 8 (C9H10BrClS)? 5.1 eV/A

Please write out number 1 again, unchanged.
ORCA calculation (ωB97M-V with the def2-TZVPD basis set) on the molecule C3H4N4 in a non-equilibrium geometry.

```
11
Properties=species:S:1:pos:R:3:mulliken_charge:R:1
C 2.242 0.603 0.842 -0.64
C 0.922 0.750 1.168 -0.30
C 0.068 -0.021 0.330 0.65
N -1.239 0.188 0.496 -0.23
N -1.831 -0.325 -0.553 -0.39
N -0.842 -0.604 -1.419 0.06
N 0.406 -0.501 -0.730 -0.39
H 2.995 0.861 1.700 0.24
H 2.542 -0.159 0.050 0.29
H 0.433 1.135 2.034 0.41
H -0.818 -1.141 -2.384 0.31
```

## Properties
HOMO level   -9.602 eV
Frontier orbital gap   9.99 eV
ΔE to the lowest compared entry with this formula, charge and spin   99.09 kcal per mole
Total charge   0
Spin multiplicity   1
F_max   8.7 eV/A
SMILES string   C=Cc1nn[nH]n1